No. 1
This record from OMol25 describes a structure of composition C39H59BrClCoO6PS in a non-equilibrium geometry. The level of theory is ωB97M-V/def2-TZVPD.

Output
* E_LUMO (alpha / beta): 2.27 / 1.31 eV
* Kohn-Sham gap (alpha / beta): 7.164 / 6.292 eV
* multiplicity: 5
* net charge: -1
* highest occupied orbital energy (alpha / beta): -4.89 / -4.98 eV
* strongest force on any atom: 0.0224 Eh/bohr

Structure (XYZ):
```
109
C39H59BrClCoO6PS ωB97M-V/def2-TZVPD
Co 2.4868 0.1142 -0.8616
C -1.9229 -5.0808 2.7052
C -1.3242 -5.5600 1.3755
C -0.2409 -6.6122 1.6548
C -2.4340 -6.2308 0.5641
C -0.7069 -4.3731 0.6374
C 0.3396 -3.6635 1.2193
C 0.8997 -2.6003 0.5529
Br 2.3119 -1.6433 1.4326
C 0.4967 -2.1430 -0.7330
O 1.0658 -1.1403 -1.3108
C -0.5943 -2.8545 -1.3054
C -1.1350 -3.9346 -0.6087
C -1.2287 -2.5206 -2.6696
C -0.7311 -1.2282 -3.3280
C -2.7512 -2.3614 -2.5033
C -0.9618 -3.6840 -3.6380
H -2.3729 -5.9158 3.2498
H -2.6949 -4.3304 2.5227
H -1.1600 -4.6303 3.3416
H -0.6638 -7.4646 2.1940
H 0.5719 -6.2001 2.2533
H 0.1830 -6.9726 0.7155
H -2.8357 -7.0765 1.1269
H -2.0537 -6.6081 -0.3871
H -3.2555 -5.5407 0.3623
H 0.7270 -3.9253 2.1961
H -1.9496 -4.4678 -1.0795
H -0.9037 -0.3630 -2.6881
H -1.2853 -1.0839 -4.2612
H 0.3305 -1.2561 -3.5542
H -2.9712 -1.5499 -1.8076
H -3.2309 -3.2682 -2.1333
H -3.2008 -2.1153 -3.4688
H 0.1105 -3.8447 -3.7628
H -1.3916 -3.4602 -4.6186
H -1.4023 -4.6146 -3.2743
O 2.8784 3.4649 -0.5691
S 3.6961 2.3691 -1.0865
O 4.9852 2.7997 -1.5735
O 2.9041 1.6018 -2.1457
O 3.8424 1.2800 -0.0166
Cl 5.8693 0.2447 -3.1931
C 4.6259 -0.7373 -3.8622
C 4.3865 -0.6794 -5.2216
C 3.3733 -1.4394 -5.7889
C 2.5969 -2.2722 -4.9833
C 2.8372 -2.3343 -3.6309
C 3.8610 -1.5730 -3.0134
C 4.0384 -1.6486 -1.6116
H 4.9969 -0.0280 -5.8321
H 3.1819 -1.3758 -6.8522
H 1.7952 -2.8545 -5.4199
H 2.2292 -2.9640 -2.9924
H 4.9184 -1.2172 -1.1509
H 3.5734 -2.4830 -1.1029
O 0.9545 1.0235 0.4179
P 0.2641 2.1071 1.1799
C -1.0730 1.2234 2.1119
C -2.0437 1.9496 3.0586
C -3.4068 2.3177 2.4663
C -4.0318 1.1550 1.7029
C -3.0794 0.6897 0.6054
C -1.7765 0.1862 1.2166
C 1.5195 2.8866 2.2532
C 1.3299 4.2975 2.8239
C 0.7272 4.3506 4.2275
C 1.4658 3.4147 5.1813
C 1.4321 1.9832 4.6486
C 2.1050 1.9052 3.2784
C -0.1963 3.4277 -0.0057
C -1.3848 4.3318 0.3027
C -1.3674 5.5490 -0.6368
C -0.8288 5.1798 -2.0302
C -1.1377 3.7192 -2.3525
C -0.3592 2.7927 -1.4069
H -0.3858 0.6445 2.7431
H -1.5830 2.8487 3.4647
H -2.2244 1.2841 3.9101
H -3.3044 3.1658 1.7903
H -4.0647 2.6411 3.2778
H -5.0000 1.4490 1.2896
H -4.2102 0.3201 2.3907
H -2.8778 1.5213 -0.0800
H -3.5293 -0.1126 0.0171
H -1.0848 -0.1418 0.4423
H -2.0051 -0.6966 1.8248
H 2.2623 2.9642 1.4433
H 0.7489 4.9191 2.1375
H 2.3261 4.7495 2.8726
H -0.3241 4.0590 4.1997
H 0.7589 5.3782 4.5995
H 1.0252 3.4675 6.1805
H 2.5096 3.7367 5.2672
H 0.3888 1.6555 4.5853
H 1.9385 1.3073 5.3421
H 2.0721 0.8926 2.8698
H 3.1660 2.1460 3.3989
H 0.7181 4.0335 -0.0080
H -1.3951 4.6645 1.3448
H -2.3024 3.7666 0.1352
H -0.7501 6.3412 -0.2049
H -2.3819 5.9491 -0.7213
H 0.2560 5.3118 -2.0572
H -1.2507 5.8477 -2.7842
H -0.8712 3.4889 -3.3853
H -2.2165 3.5489 -2.2601
H 0.6338 2.5821 -1.8065
H -0.8657 1.8278 -1.3257
```

No. 2
This record from OMol25 describes a structure of composition C39H59N4S6SbSi2W in a non-equilibrium geometry. The level of theory is ωB97M-V/def2-TZVPD.

Output
* E_LUMO (alpha / beta): 2.15 / 2.02 eV
* Kohn-Sham gap (alpha / beta): 6.296 / 6.520 eV
* multiplicity: 2
* relative energy (zero: lowest compared OMol25 entry of this formula, charge and spin): 0.000 eV
* net charge: -1
* highest occupied orbital energy (alpha / beta): -4.15 / -4.50 eV
* strongest force on any atom: 0.0253 Eh/bohr

Structure (XYZ):
```
112
C39H59N4S6SbSi2W ωB97M-V/def2-TZVPD
W 1.0977 -0.5490 1.1816
C 4.6316 -1.2471 4.0032
Si 3.9244 0.2456 3.0880
C 4.0358 1.8854 4.0306
C 5.2796 0.4729 1.7981
N 2.1508 -0.1368 2.8568
C 1.4759 -0.2967 4.0725
C 2.0042 -0.1027 5.3598
C 1.2690 -0.3797 6.4927
C -0.0241 -0.8780 6.3695
C -0.5753 -1.0362 5.1186
C 0.1317 -0.6890 3.9507
N -0.3531 -0.7587 2.6623
Si -2.0502 -1.3281 2.5083
C -2.3030 -3.0709 3.1913
C -3.2296 -0.2237 3.4987
C -2.7082 -1.2887 0.7606
H 5.6837 -1.0530 4.2320
H 4.6027 -2.1031 3.3213
H 4.1231 -1.5425 4.9174
H 4.9603 2.3839 3.7292
H 4.0357 1.8176 5.1178
H 3.2122 2.5382 3.7350
H 6.1393 0.7045 2.4408
H 5.1321 1.3117 1.1274
H 5.5346 -0.4116 1.2206
H 3.0105 0.2474 5.4950
H 1.7145 -0.2296 7.4682
H -0.6002 -1.1445 7.2470
H -1.5783 -1.4223 5.0510
H -2.5429 -3.0680 4.2556
H -1.4473 -3.7227 3.0298
H -3.1603 -3.5022 2.6629
H -2.7385 0.4721 4.1777
H -3.8929 -0.8682 4.0860
H -3.8488 0.3673 2.8254
H -2.4869 -2.2047 0.2139
H -2.3041 -0.4551 0.1863
H -3.7947 -1.1702 0.8349
C 4.3163 3.2411 -0.9053
C 3.5533 1.9817 -0.5654
S 2.4895 2.0695 0.7665
C 3.8075 0.8518 -1.2856
C 4.8743 0.7422 -2.3452
S 2.7329 -0.4932 -1.1474
H 3.8762 4.0958 -0.3973
H 4.3102 3.4189 -1.9826
H 5.3600 3.1554 -0.5863
H 5.6784 1.4579 -2.1743
H 4.4866 0.9110 -3.3564
H 5.3169 -0.2561 -2.3346
S 2.1403 -4.2055 -2.1919
Sb 2.4587 -4.0036 0.0508
S 3.2769 -1.6082 0.5037
S 0.6344 -2.9309 1.3304
C -4.5077 1.0840 -2.2951
C -4.5426 1.1574 -3.8195
C -3.6400 0.1388 -4.5155
C -2.1687 0.2674 -4.1149
N -1.8403 -0.5062 -2.9212
C -0.8132 -1.3631 -2.7672
S -0.2542 -1.7743 -1.2251
N -0.2731 -1.9943 -3.8287
C -1.0441 -2.5621 -4.9325
C -1.0546 -4.0873 -4.8471
C -1.5732 -4.6258 -3.5142
C -2.9845 -4.1630 -3.1691
H -5.2546 1.7460 -1.8546
H -3.5392 1.4003 -1.8976
H -4.7031 0.0697 -1.9385
H -4.2428 2.1629 -4.1327
H -5.5686 1.0179 -4.1710
H -3.7333 0.2606 -5.5982
H -3.9790 -0.8750 -4.2788
H -1.9341 1.3169 -3.9136
H -1.5017 -0.0452 -4.9146
H -2.1089 -0.1013 -2.0353
H 0.5317 -2.5528 -3.5398
H -0.6191 -2.2441 -5.8887
H -2.0614 -2.1771 -4.8841
H -0.0363 -4.4552 -5.0044
H -1.6624 -4.4657 -5.6768
H -0.8850 -4.3354 -2.7157
H -1.5418 -5.7177 -3.5543
H -3.0228 -3.0865 -2.9878
H -3.3389 -4.6481 -2.2587
H -3.6910 -4.3965 -3.9721
C 0.7142 2.8529 -4.4976
C -0.0936 3.7203 -3.7732
C -0.5053 3.3818 -2.4936
C -0.1289 2.1723 -1.8884
C 0.6515 1.3098 -2.6510
C 1.0757 1.6400 -3.9278
C -0.5727 1.9826 -0.4951
C -0.2870 1.1970 0.5774
C -0.9455 1.8317 1.7817
C -0.2052 2.2103 2.9048
C -0.7833 2.9196 3.9440
C -2.1254 3.2776 3.8959
C -2.8787 2.9020 2.7960
C -2.2982 2.1815 1.7611
H 1.0486 3.1161 -5.4936
H -0.3970 4.6681 -4.2018
H -1.1205 4.0754 -1.9307
H 0.8839 0.3457 -2.2413
H 1.6839 0.9335 -4.4815
H -1.2069 2.8315 -0.2456
H 0.8436 1.9533 2.9630
H -0.1754 3.1945 4.7980
H -2.5769 3.8309 4.7103
H -3.9323 3.1528 2.7464
H -2.9031 1.8821 0.9124
```